Model one:
{"formula": "C30H35F9I2NO28S", "method": "ωB97M-V/def2-TZVPD", "symbols": ["C", "C", "I", "C", "I", "S", "N", "O", "H", "H", "H", "H", "H", "H", "H", "H", "C", "C", "O", "C", "O", "O", "F", "H", "H", "H", "C", "C", "O", "C", "O", "O", "F", "H", "H", "H", "C", "C", "O", "C", "O", "O", "F", "H", "H", "H", "C", "C", "O", "C", "O", "O", "F", "H", "H", "H", "C", "C", "O", "C", "O", "O", "F", "H", "H", "H", "C", "C", "O", "C", "O", "O", "F", "H", "H", "H", "C", "C", "O", "C", "O", "O", "F", "H", "H", "H", "C", "C", "O", "C", "O", "O", "F", "H", "H", "H", "C", "C", "O", "C", "O", "O", "F", "H", "H", "H"], "xyz": [[-0.59, -5.07, 1.42], [-0.78, -3.65, 0.83], [1.08, -3.18, -0.24], [-1.90, -3.51, -0.24], [-2.14, -1.37, -0.61], [-3.54, -4.14, 0.28], [-3.75, -3.73, 1.92], [-3.46, -5.80, 0.16], [-0.02, -5.65, 0.69], [-1.53, -5.57, 1.69], [0.00, -5.01, 2.34], [-0.87, -2.85, 1.57], [-1.64, -3.99, -1.19], [-4.51, -4.29, 2.28], [-2.88, -3.88, 2.43], [-2.57, -6.02, -0.14], [-2.52, -4.14, -4.14], [-2.19, -4.41, -5.58], [-0.77, -4.53, -5.56], [-0.44, -4.98, -4.32], [0.62, -5.43, -4.03], [-1.48, -4.86, -3.46], [-2.54, -3.38, -6.39], [-2.45, -3.09, -3.88], [-3.50, -4.52, -3.86], [-2.63, -5.34, -5.98], [-0.33, 0.82, -6.30], [0.91, -0.02, -6.33], [0.72, -0.89, -5.22], [-0.62, -1.04, -5.07], [-1.13, -1.89, -4.42], [-1.29, -0.10, -5.76], [2.02, 0.72, -6.12], [-0.24, 1.68, -5.63], [-0.63, 1.17, -7.29], [1.03, -0.61, -7.24], [-3.47, 2.53, 2.76], [-4.13, 1.42, 2.01], [-3.90, 1.77, 0.65], [-2.74, 2.48, 0.65], [-2.11, 2.71, -0.33], [-2.39, 2.88, 1.89], [-5.47, 1.39, 2.23], [-4.13, 3.39, 2.89], [-3.10, 2.22, 3.74], [-3.71, 0.43, 2.21], [3.44, 0.44, 1.63], [4.71, -0.37, 1.57], [4.53, -1.30, 2.63], [3.19, -1.49, 2.75], [2.69, -2.38, 3.35], [2.49, -0.52, 2.10], [5.80, 0.39, 1.83], [3.52, 1.26, 2.34], [3.15, 0.84, 0.66], [4.85, -0.91, 0.63], [-0.01, 5.72, -0.51], [0.32, 5.44, -1.95], [1.72, 5.25, -1.93], [2.03, 4.77, -0.69], [3.05, 4.25, -0.40], [1.00, 4.95, 0.17], [0.03, 6.50, -2.75], [0.11, 6.78, -0.26], [-1.00, 5.40, -0.23], [-0.16, 4.54, -2.35], [-1.17, 6.88, 3.93], [-2.53, 6.31, 4.25], [-3.23, 6.48, 3.02], [-2.30, 6.44, 2.04], [-2.55, 6.28, 0.89], [-1.05, 6.58, 2.54], [-3.15, 7.02, 5.22], [-1.13, 7.96, 4.08], [-0.38, 6.41, 4.50], [-2.53, 5.26, 4.52], [3.05, -4.31, -6.31], [3.76, -3.13, -5.72], [3.95, -2.29, -6.84], [2.94, -2.55, -7.70], [2.63, -1.86, -8.61], [2.30, -3.70, -7.38], [4.97, -3.48, -5.21], [3.74, -5.05, -6.72], [2.38, -4.81, -5.60], [3.19, -2.60, -4.95], [8.01, 1.71, 3.26], [9.23, 1.89, 4.12], [8.79, 2.82, 5.09], [7.45, 2.64, 5.23], [6.80, 3.05, 6.12], [6.95, 1.90, 4.20], [10.26, 2.43, 3.42], [7.94, 2.47, 2.48], [7.96, 0.73, 2.80], [9.57, 0.98, 4.61], [-5.73, -1.43, 4.60], [-6.75, -1.54, 5.70], [-6.10, -0.91, 6.78], [-5.25, 0.01, 6.25], [-4.74, 0.89, 6.85], [-5.07, -0.22, 4.92], [-7.01, -2.83, 6.02], [-5.02, -2.26, 4.62], [-6.18, -1.39, 3.61], [-7.70, -1.03, 5.49]], "lowdin_charge": [-0.16, -0.84, 0.96, -0.94, 0.98, 1.04, -0.13, -0.27, 0.06, 0.06, 0.10, 0.05, 0.04, 0.08, 0.06, 0.06, -0.08, -0.29, 0.14, -0.55, 0.17, 0.04, 0.09, 0.10, 0.14, 0.18, -0.03, -0.30, 0.14, -0.52, 0.12, 0.10, 0.10, 0.15, 0.15, 0.16, -0.05, -0.32, 0.11, -0.56, 0.17, 0.08, 0.08, 0.15, 0.15, 0.16, -0.04, -0.30, 0.14, -0.58, 0.16, 0.03, 0.08, 0.15, 0.14, 0.18, -0.06, -0.30, 0.14, -0.56, 0.16, 0.08, 0.08, 0.15, 0.10, 0.17, -0.04, -0.31, 0.14, -0.55, 0.17, 0.08, 0.09, 0.15, 0.15, 0.17, -0.04, -0.31, 0.14, -0.57, 0.17, 0.08, 0.08, 0.15, 0.12, 0.17, -0.07, -0.31, 0.14, -0.55, 0.19, 0.06, 0.08, 0.15, 0.13, 0.18, -0.07, -0.31, 0.15, -0.55, 0.20, 0.05, 0.08, 0.13, 0.14, 0.18], "e_homo_ev": -12.5, "total_charge": 1}

***

Model two:
{"formula": "C30H35F9I2NO28S", "method": "ωB97M-V/def2-TZVPD", "symbols": ["C", "C", "I", "C", "I", "S", "N", "O", "H", "H", "H", "H", "H", "H", "H", "H", "C", "C", "O", "C", "O", "O", "F", "H", "H", "H", "C", "C", "O", "C", "O", "O", "F", "H", "H", "H", "C", "C", "O", "C", "O", "O", "F", "H", "H", "H", "C", "C", "O", "C", "O", "O", "F", "H", "H", "H", "C", "C", "O", "C", "O", "O", "F", "H", "H", "H", "C", "C", "O", "C", "O", "O", "F", "H", "H", "H", "C", "C", "O", "C", "O", "O", "F", "H", "H", "H", "C", "C", "O", "C", "O", "O", "F", "H", "H", "H", "C", "C", "O", "C", "O", "O", "F", "H", "H", "H"], "xyz": [[-4.14, 1.95, -2.34], [-2.76, 1.74, -1.73], [-1.94, -0.07, -2.59], [-1.72, 2.82, -2.02], [-0.01, 2.45, -0.76], [-2.21, 4.52, -1.68], [-3.13, 4.39, -0.32], [-3.20, 4.93, -2.89], [-4.12, 1.66, -3.39], [-4.53, 2.96, -2.23], [-4.85, 1.29, -1.85], [-2.78, 1.53, -0.67], [-1.38, 2.80, -3.05], [-3.65, 5.25, -0.20], [-3.74, 3.57, -0.35], [-3.28, 4.18, -3.52], [0.45, 4.00, -4.83], [1.16, 3.87, -6.16], [0.77, 2.56, -6.57], [-0.42, 2.28, -6.01], [-1.13, 1.38, -6.31], [-0.71, 3.18, -5.03], [2.50, 3.93, -6.04], [1.03, 3.59, -4.00], [0.16, 5.03, -4.61], [0.84, 4.59, -6.92], [5.11, 0.41, -3.86], [4.29, -0.49, -4.75], [2.96, -0.09, -4.44], [3.02, 1.20, -4.06], [2.06, 1.92, -3.98], [4.27, 1.58, -3.79], [4.44, -1.79, -4.42], [5.24, -0.01, -2.86], [6.09, 0.65, -4.27], [4.47, -0.37, -5.81], [0.43, 2.29, 4.55], [0.33, 3.33, 3.46], [1.49, 3.07, 2.68], [1.77, 1.75, 2.82], [2.50, 1.14, 2.11], [1.08, 1.22, 3.86], [0.41, 4.59, 3.96], [1.05, 2.62, 5.38], [-0.54, 1.98, 4.92], [-0.56, 3.25, 2.84], [-1.29, -3.42, 0.66], [-1.98, -4.42, -0.23], [-3.34, -4.01, -0.15], [-3.35, -2.68, 0.11], [-4.30, -1.97, 0.00], [-2.13, -2.26, 0.52], [-1.87, -5.68, 0.24], [-1.29, -3.74, 1.70], [-0.27, -3.20, 0.36], [-1.66, -4.40, -1.28], [3.90, -1.73, 2.99], [4.57, -1.82, 1.64], [4.00, -3.00, 1.08], [2.77, -3.16, 1.64], [1.92, -3.87, 1.22], [2.63, -2.36, 2.72], [5.91, -1.96, 1.73], [4.44, -2.31, 3.74], [3.76, -0.72, 3.34], [4.35, -0.98, 0.98], [2.13, -1.45, 7.46], [1.83, 0.00, 7.78], [2.92, 0.68, 7.18], [3.35, -0.08, 6.14], [4.06, 0.30, 5.27], [2.83, -1.33, 6.21], [1.83, 0.24, 9.11], [2.79, -1.89, 8.21], [1.24, -2.06, 7.34], [0.90, 0.37, 7.36], [0.84, -1.06, -7.99], [1.11, -2.18, -7.01], [2.44, -2.56, -7.33], [3.06, -1.47, -7.85], [4.23, -1.35, -7.98], [2.15, -0.52, -8.17], [0.28, -3.24, -7.19], [0.47, -1.45, -8.94], [0.15, -0.31, -7.62], [1.07, -1.87, -5.96], [-2.47, -8.21, 1.67], [-3.20, -9.46, 2.13], [-3.25, -9.28, 3.53], [-3.22, -7.94, 3.78], [-3.49, -7.44, 4.82], [-2.85, -7.26, 2.67], [-2.52, -10.59, 1.84], [-1.39, -8.36, 1.70], [-2.77, -7.88, 0.68], [-4.22, -9.55, 1.75], [-3.09, 5.60, 3.88], [-3.75, 6.52, 4.88], [-4.18, 5.62, 5.88], [-3.34, 4.55, 5.86], [-3.25, 3.73, 6.70], [-2.61, 4.55, 4.71], [-4.82, 7.16, 4.36], [-3.82, 5.20, 3.17], [-2.27, 6.07, 3.34], [-3.08, 7.26, 5.33]], "lowdin_charge": [-0.16, -0.86, 0.99, -0.98, 1.01, 1.01, -0.14, -0.27, 0.07, 0.06, 0.09, 0.05, 0.02, 0.09, 0.06, 0.08, -0.06, -0.29, 0.14, -0.55, 0.16, 0.01, 0.10, 0.10, 0.14, 0.18, -0.02, -0.30, 0.14, -0.53, 0.12, 0.10, 0.10, 0.15, 0.15, 0.16, -0.04, -0.32, 0.11, -0.56, 0.17, 0.08, 0.08, 0.15, 0.14, 0.16, -0.04, -0.29, 0.14, -0.58, 0.15, 0.03, 0.08, 0.15, 0.12, 0.18, -0.05, -0.30, 0.14, -0.55, 0.16, 0.08, 0.08, 0.15, 0.09, 0.17, -0.03, -0.31, 0.13, -0.55, 0.17, 0.07, 0.09, 0.15, 0.14, 0.17, -0.04, -0.31, 0.14, -0.56, 0.17, 0.08, 0.08, 0.15, 0.12, 0.17, -0.07, -0.31, 0.13, -0.55, 0.19, 0.06, 0.08, 0.15, 0.13, 0.17, -0.07, -0.31, 0.15, -0.54, 0.20, 0.04, 0.08, 0.14, 0.14, 0.18], "e_homo_ev": -12.5, "total_charge": 1}

***

Winner for stability: model two

***

Model one:
{"formula": "C3H3N3", "method": "ωB97M-V/def2-TZVPD", "symbols": ["C", "N", "C", "N", "C", "N", "H", "H", "H"], "xyz": [[1.12, -0.55, 0.35], [-0.01, -1.26, 0.29], [-1.13, -0.54, 0.34], [-1.18, 0.71, -0.09], [0.01, 1.14, -0.54], [1.18, 0.70, -0.09], [2.06, -1.09, 0.51], [-2.07, -1.07, 0.51], [0.01, 1.96, -1.27]], "nbo_charge": [0.27, -0.49, 0.27, -0.47, 0.30, -0.47, 0.20, 0.20, 0.19], "smiles": "c1ncncn1", "e_homo_ev": -10.3}

***

Model two:
{"formula": "C3H3N3", "method": "ωB97M-V/def2-TZVPD", "symbols": ["C", "C", "N", "N", "N", "C", "H", "H", "H"], "xyz": [[-0.34, 0.83, -0.11], [1.00, 0.12, -0.10], [1.03, -1.15, 0.11], [1.00, -2.28, 0.30], [-2.18, -0.91, 0.43], [-1.40, -0.07, 0.35], [-0.27, 1.79, 0.40], [1.95, 0.60, -0.27], [-0.79, 1.05, -1.10]], "nbo_charge": [-0.52, -0.27, 0.06, 0.02, -0.30, 0.27, 0.26, 0.24, 0.25], "e_homo_ev": -8.8}

***

Model three:
{"formula": "C3H3N3", "method": "ωB97M-V/def2-TZVPD", "symbols": ["C", "C", "N", "N", "N", "C", "H", "H", "H"], "xyz": [[-0.70, -0.45, -0.26], [-0.71, 0.93, -0.18], [0.37, 1.58, 0.25], [1.44, 0.90, 0.51], [1.60, -0.36, 0.32], [0.49, -1.04, 0.13], [-1.55, -1.02, -0.60], [-1.56, 1.55, -0.44], [0.62, -2.09, 0.27]], "nbo_charge": [-0.27, 0.03, -0.23, -0.01, -0.21, 0.04, 0.23, 0.21, 0.20], "smiles": "c1cnnnc1", "e_homo_ev": -9.5}

***

Model four:
{"formula": "C3H3N3", "method": "ωB97M-V/def2-TZVPD", "symbols": ["C", "C", "C", "N", "N", "N", "H", "H", "H"], "xyz": [[0.95, -1.18, 0.33], [1.06, 1.17, -0.15], [-1.06, 0.05, -0.01], [1.17, -2.31, 0.45], [1.44, 2.12, -0.64], [0.49, 0.05, 0.26], [-1.52, -0.55, 0.78], [-1.35, 1.09, 0.00], [-1.17, -0.43, -1.02]], "nbo_charge": [0.42, 0.42, -0.37, -0.32, -0.31, -0.51, 0.23, 0.23, 0.22], "smiles": "CN(C#N)C#N", "e_homo_ev": -10.5}

***

Winner for stability: model one

***

Model one:
{"formula": "C3H3N3", "method": "ωB97M-V/def2-TZVPD", "symbols": ["C", "C", "C", "N", "N", "N", "H", "H", "H"], "xyz": [[2.45, -0.24, 0.68], [1.08, -0.21, 0.80], [-1.35, -0.03, 0.06], [2.04, 0.05, -0.58], [0.80, 0.34, -1.20], [0.07, 0.11, -0.05], [-1.79, 0.75, 0.73], [-1.66, 0.28, -0.93], [-1.63, -1.05, 0.49]], "nbo_charge": [-0.06, 0.23, -0.42, -0.14, -0.08, -0.23, 0.22, 0.24, 0.23], "e_homo_ev": [-9.4, -9.4]}

***

Model two:
{"formula": "C3H3N3", "method": "ωB97M-V/def2-TZVPD", "symbols": ["C", "C", "C", "H", "H", "H", "N", "N", "N"], "xyz": [[2.37, -0.45, 0.10], [-0.66, 0.89, 0.06], [-1.63, -0.01, 0.06], [3.02, -1.25, -0.09], [2.90, 0.70, 0.43], [-0.93, 2.14, 0.25], [1.02, -0.55, -0.06], [0.61, 0.78, -0.22], [-2.40, -0.83, 0.00]], "nbo_charge": [-0.02, -0.02, 0.17, 0.19, 0.18, 0.23, -0.30, -0.22, -0.21], "smiles": "C=N/N=C\\C#N", "e_homo_ev": -10.0}

***

Winner for stability: model two